ORCA calculation (wB97M-V/def2-TZVPD) on 14 unconnected molecules or ions with the total composition C75H168F30N9O3P5 at a distorted geometry.

The largest force on an atom is 4.036 eV/Å. The charge is +4. For the energy above the lowest of the compared OMol25 structures with the same formula, charge and spin, the calculation gives 0.0 kcal per mole. Its multiplicity is 1. The value obtained for the HOMO energy is -0.644 Eh. Its LUMO energy is -7.2 eV.

Each line ends with the Mulliken charge.
Positions of all 290 atoms, in Å:
C (5.14888, 6.42526, -2.60387)  -1.54
C (3.97322, 6.03964, -1.85995)  0.12
C (4.41668, 5.54769, -0.47482)  -0.88
C (5.39937, 4.41352, -0.49007)  -0.77
N (4.78549, 3.08255, -0.15424)  1.21
C (3.45974, 2.78631, -0.91676)  -0.33
C (2.56803, 2.05849, 0.09882)  1.43
C (2.84630, 2.84511, 1.36784)  1.07
C (4.32919, 3.16603, 1.34375)  -1.53
C (5.75518, 1.92466, -0.47779)  -0.40
C (7.19340, 2.02463, 0.01738)  -0.78
C (7.84365, 0.65960, -0.32753)  -0.94
H (5.89063, 5.67527, -2.88506)  0.37
H (5.74665, 7.08068, -1.96903)  0.36
H (4.83046, 6.96801, -3.49413)  0.43
H (3.33302, 5.36316, -2.43275)  -0.02
H (3.34501, 6.91893, -1.77998)  0.48
H (3.54971, 5.34602, 0.15371)  0.06
H (4.91916, 6.38605, 0.05049)  0.56
H (6.11727, 4.48836, 0.31348)  0.61
H (5.82172, 4.25847, -1.48008)  0.36
H (3.68408, 2.26615, -1.85071)  0.41
H (3.07002, 3.76573, -1.15158)  -0.92
H (2.75785, 0.99837, 0.30800)  -0.86
H (1.54314, 2.07641, -0.30184)  -0.22
H (2.56852, 2.25860, 2.22807)  -0.21
H (2.32232, 3.81250, 1.38814)  -0.02
H (4.95375, 2.43541, 1.84906)  0.46
H (4.68196, 4.11889, 1.73444)  0.33
H (5.76821, 1.85268, -1.55981)  0.61
H (5.32531, 1.01604, -0.03002)  -0.27
H (7.23010, 2.26391, 1.06876)  0.40
H (7.65833, 2.89260, -0.45326)  0.44
H (7.36946, -0.12562, 0.26969)  0.03
H (8.91234, 0.63327, -0.10581)  0.49
H (7.70879, 0.38270, -1.37722)  0.32
C (0.00783, 4.96769, -1.30386)  -0.04
C (-0.64313, 6.17505, -0.65589)  -1.18
C (-2.03599, 6.37834, -1.24901)  0.71
C (-2.87590, 7.44107, -0.55530)  -1.58
N (-4.27700, 7.60210, -1.23447)  0.95
C (-5.11657, 8.68863, -0.45458)  -0.67
C (-6.13479, 7.92869, 0.31864)  -0.63
C (-6.46317, 6.77604, -0.64374)  -0.95
C (-5.11391, 6.31136, -1.05443)  0.14
C (-4.11071, 7.90090, -2.71835)  -1.19
C (-3.43701, 9.23567, -3.02996)  -0.12
C (-3.50019, 9.49574, -4.55119)  -1.42
H (-0.34095, 4.00310, -0.93622)  -0.29
H (1.08026, 4.89081, -1.12476)  -0.06
H (-0.08178, 5.00377, -2.39164)  0.43
H (-0.00488, 7.06077, -0.80507)  0.58
H (-0.67939, 5.99035, 0.42789)  0.32
H (-2.61149, 5.45845, -1.18907)  -0.28
H (-1.88877, 6.69751, -2.27397)  0.45
H (-2.44947, 8.45327, -0.59367)  0.49
H (-3.16544, 7.25732, 0.48141)  0.43
H (-5.50814, 9.30028, -1.26329)  0.53
H (-4.45613, 9.28823, 0.16464)  0.26
H (-6.98878, 8.51758, 0.63762)  0.45
H (-5.57427, 7.51949, 1.16243)  0.28
H (-6.96757, 7.18608, -1.52135)  0.39
H (-7.13336, 5.98646, -0.29101)  0.41
H (-5.08779, 5.79029, -2.01540)  0.19
H (-4.67689, 5.65702, -0.29964)  -0.22
H (-5.13275, 7.79587, -3.12872)  0.57
H (-3.55518, 7.08122, -3.16532)  0.35
H (-2.38542, 9.19426, -2.72652)  0.23
H (-3.89089, 10.05679, -2.47021)  0.41
H (-3.11175, 10.48523, -4.76820)  0.40
H (-4.53127, 9.62699, -4.86886)  0.38
H (-3.08700, 8.68316, -5.14511)  0.34
C (6.02594, -1.75734, -1.86843)  -1.07
C (5.52241, -3.19584, -2.07570)  -0.68
C (4.18721, -3.20292, -2.76533)  0.74
C (3.73742, -4.63775, -3.00299)  -1.63
N (2.27513, -4.77749, -3.41649)  1.60
C (1.33287, -4.26851, -2.27651)  1.65
C (0.86566, -5.52113, -1.59053)  0.70
C (0.61219, -6.47007, -2.72497)  -0.56
C (1.88937, -6.26066, -3.58672)  -0.73
C (1.95409, -3.90827, -4.68012)  -0.94
C (2.77826, -4.13957, -5.93042)  -0.93
C (2.30043, -3.17097, -6.99043)  -0.95
H (6.77606, -1.74477, -1.07021)  0.32
H (5.17467, -1.11094, -1.57684)  -0.09
H (6.51219, -1.38343, -2.75405)  0.63
H (5.43020, -3.69109, -1.11289)  0.01
H (6.22948, -3.72270, -2.72607)  0.76
H (4.23356, -2.67037, -3.72248)  0.29
H (3.42734, -2.73915, -2.12594)  -0.47
H (3.90140, -5.18094, -2.06827)  0.41
H (4.31335, -5.08881, -3.79512)  0.65
H (0.52478, -3.71866, -2.76752)  -1.02
H (1.91250, -3.60572, -1.63444)  -1.17
H (0.04163, -5.29662, -0.91669)  -0.59
H (1.67159, -5.97450, -1.03568)  -0.22
H (-0.24877, -6.14497, -3.30815)  0.10
H (0.39711, -7.47877, -2.41705)  0.59
H (1.79808, -6.42890, -4.64224)  0.41
H (2.68957, -6.88021, -3.17609)  0.46
H (2.04529, -2.87391, -4.33115)  -0.01
H (0.88325, -4.05691, -4.87748)  1.07
H (2.70794, -5.18464, -6.19583)  0.39
H (3.84185, -3.98195, -5.71668)  0.25
H (2.53656, -2.11889, -6.78727)  0.23
H (1.21027, -3.22111, -7.07149)  0.09
H (2.78968, -3.46258, -7.91574)  0.50
C (-4.57169, 2.56419, -2.09796)  -1.54
C (-3.16881, 2.93093, -2.61681)  1.69
C (-2.71148, 2.01990, -3.76014)  -0.79
C (-1.34003, 2.51120, -4.22512)  -0.89
N (-0.65750, 1.66929, -5.26835)  1.41
C (-0.60429, 0.22454, -4.85852)  -0.66
C (0.76100, -0.20395, -5.24757)  0.47
C (1.57981, 1.06931, -4.85073)  -0.18
C (0.80583, 2.20751, -5.44324)  -0.55
C (-1.43511, 1.84081, -6.59563)  -0.99
C (-1.04741, 0.97552, -7.73547)  0.08
C (-1.78579, 1.46296, -9.00843)  -1.51
H (-4.84857, 3.24461, -1.29470)  0.17
H (-4.52684, 1.56023, -1.64801)  0.18
H (-5.26704, 2.59078, -2.93977)  0.69
H (-2.45309, 2.86045, -1.78658)  -0.83
H (-3.13811, 3.98972, -2.89199)  -0.18
H (-3.45975, 2.06976, -4.56048)  0.51
H (-2.64283, 0.97735, -3.43229)  0.23
H (-0.64291, 2.50135, -3.37938)  0.08
H (-1.36614, 3.46653, -4.73278)  0.78
H (-1.45491, -0.31215, -5.26753)  0.00
H (-0.66427, 0.18487, -3.76382)  -0.52
H (0.82424, -0.53635, -6.28011)  0.20
H (1.05248, -1.10454, -4.68870)  -0.41
H (2.59809, 1.15061, -5.23119)  0.69
H (1.71387, 1.11357, -3.76738)  -0.52
H (0.88753, 2.25562, -6.53367)  0.50
H (0.90253, 3.12661, -4.89514)  0.34
H (-1.37860, 2.90558, -6.81322)  0.45
H (-2.47179, 1.55826, -6.40106)  0.27
H (-1.30026, -0.07859, -7.50619)  -0.02
H (0.02756, 0.97791, -7.90488)  0.43
H (-1.74683, 2.55034, -9.11668)  0.40
H (-2.84092, 1.12569, -9.03993)  0.36
H (-1.23989, 1.04054, -9.85986)  0.40
C (3.77646, -3.09451, 7.60410)  -1.21
C (2.56094, -3.95236, 7.65597)  -0.55
C (2.44943, -4.78040, 6.40787)  0.83
C (1.24210, -5.67450, 6.51362)  -1.57
N (0.64158, -6.15743, 5.21817)  0.44
C (-0.62528, -6.99935, 5.54575)  -0.55
C (-0.86953, -7.80800, 4.23097)  -0.70
C (0.54126, -7.99126, 3.62535)  -0.23
C (1.49142, -7.24887, 4.52144)  -0.62
C (0.37213, -5.00131, 4.22307)  -0.54
C (-0.29684, -3.75340, 4.83132)  0.03
C (-0.51953, -2.71415, 3.69098)  0.65
H (3.74411, -2.46854, 6.71813)  -0.06
H (4.72187, -3.59297, 7.69115)  0.44
H (3.93467, -2.41789, 8.44558)  0.44
H (1.68390, -3.29529, 7.79437)  0.37
H (2.60268, -4.62388, 8.53314)  0.40
H (3.35290, -5.37354, 6.22725)  0.72
H (2.42843, -4.08992, 5.53358)  -0.88
H (0.51673, -5.15224, 7.12429)  0.43
H (1.49638, -6.55698, 7.10113)  0.68
H (-1.49740, -6.41050, 5.76501)  0.42
H (-0.33305, -7.61878, 6.40219)  0.51
H (-1.53166, -7.23137, 3.57853)  0.14
H (-1.43241, -8.71356, 4.41644)  0.47
H (0.57167, -7.65244, 2.58936)  -0.02
H (0.77169, -9.07167, 3.68064)  0.56
H (2.36488, -6.76559, 4.12941)  0.25
H (1.81995, -7.91194, 5.34002)  0.52
H (-0.20751, -5.47108, 3.43157)  0.63
H (1.34847, -4.71255, 3.81783)  -0.40
H (0.34854, -3.34391, 5.61029)  -0.07
H (-1.27511, -3.95648, 5.29742)  0.47
H (-0.90794, -1.73308, 3.96805)  -0.43
H (-1.22189, -3.06887, 2.94652)  -0.29
H (0.39745, -2.48299, 3.13755)  -0.20
C (-3.84462, -0.19773, 6.51707)  -0.93
C (-2.65293, 0.55951, 7.02008)  -0.89
C (-1.67325, 0.98308, 5.84506)  0.90
C (-2.40273, 2.11938, 5.13482)  -1.66
N (-1.93745, 2.48820, 3.73720)  1.04
C (-2.87407, 3.48733, 3.11294)  -0.99
C (-2.61741, 3.31130, 1.60262)  0.99
C (-1.92007, 1.95080, 1.47673)  0.57
C (-2.01189, 1.27138, 2.80668)  -0.86
C (-0.50752, 2.96297, 3.78234)  0.04
C (-0.25475, 4.13591, 4.74289)  -0.75
C (1.08413, 4.81948, 4.46968)  -1.14
H (-4.38669, 0.37923, 5.77391)  0.22
H (-4.54947, -0.41667, 7.31436)  0.49
H (-3.55516, -1.19474, 6.21221)  0.14
H (-2.10832, -0.08406, 7.69300)  0.47
H (-2.94332, 1.43977, 7.59189)  0.39
H (-1.43207, 0.16267, 5.12758)  -0.55
H (-0.72593, 1.37559, 6.23876)  0.28
H (-2.32135, 2.99968, 5.77148)  0.61
H (-3.46509, 1.89701, 5.05960)  0.35
H (-2.59275, 4.44822, 3.52583)  0.42
H (-3.87772, 3.21592, 3.42364)  0.39
H (-1.96986, 4.05179, 1.11420)  -0.78
H (-3.60072, 3.28481, 1.11920)  0.12
H (-0.89751, 2.00289, 1.13512)  -0.96
H (-2.34658, 1.35813, 0.67587)  0.85
H (-1.15774, 0.65378, 3.04363)  -0.17
H (-2.94507, 0.75268, 2.98052)  0.40
H (-0.20898, 3.29432, 2.79566)  0.22
H (0.12969, 2.10488, 3.99714)  -0.04
H (-0.26829, 3.75193, 5.75000)  0.45
H (-1.05904, 4.87463, 4.69239)  0.27
H (1.21481, 5.66344, 5.14936)  0.45
H (0.99664, 5.17787, 3.44882)  0.27
H (1.94989, 4.15729, 4.57602)  0.13
C (-2.43308, -4.44703, 1.04591)  -0.45
C (-2.65610, -4.72081, -0.45323)  0.64
O (-2.43198, -5.74010, -0.95725)  -0.43
N (-3.19999, -3.55460, -1.28902)  1.70
H (-4.12131, -3.35454, -0.92780)  -0.43
H (-2.56593, -2.76231, -1.10765)  -0.60
C (-3.23894, -3.85009, -2.75232)  -0.68
H (-2.40294, -3.39178, 1.25351)  -0.40
H (-1.42827, -4.77865, 1.32493)  0.04
H (-3.15763, -5.08248, 1.53299)  0.77
H (-3.61839, -2.93543, -3.22078)  0.47
H (-3.90728, -4.67830, -2.97404)  0.44
H (-2.21695, -4.02712, -3.05182)  -0.02
C (-6.07527, -1.97812, 2.95549)  -1.33
C (-5.85870, -1.16956, 1.69529)  0.45
O (-4.85480, -0.66958, 1.35387)  -0.15
N (-7.10618, -0.85362, 0.86649)  -0.08
H (-7.48155, -1.85631, 0.55311)  0.41
H (-7.86014, -0.60272, 1.52879)  0.48
C (-7.05922, 0.02365, -0.24339)  -0.83
H (-5.12202, -2.27870, 3.38831)  0.22
H (-6.50814, -2.92206, 2.65600)  0.37
H (-6.67265, -1.51747, 3.73644)  0.43
H (-8.01986, -0.12741, -0.71907)  0.40
H (-6.24400, -0.27218, -0.89119)  0.18
H (-6.89710, 1.02908, 0.12282)  0.41
C (6.10641, -2.86584, 3.95497)  -1.41
C (5.56996, -2.11233, 2.78697)  1.00
O (6.15912, -1.42384, 2.03148)  -0.30
N (4.01328, -2.33164, 2.53491)  1.79
H (3.78057, -3.31751, 2.62176)  -0.49
H (3.64159, -1.89398, 3.35739)  -0.62
C (3.39173, -1.75977, 1.34979)  0.42
H (7.15853, -2.64080, 4.09893)  0.46
H (5.90199, -3.91404, 3.72225)  0.23
H (5.60562, -2.79991, 4.92610)  0.21
H (3.82792, -2.13072, 0.45469)  -0.07
H (3.38368, -0.69558, 1.54371)  0.11
H (2.42005, -2.24820, 1.41307)  -0.25
P (2.61872, 0.27223, 4.87513)  1.98
F (2.41352, -1.36095, 4.71928)  -0.81
F (3.86645, 0.17418, 3.78749)  -0.40
F (1.64217, 0.37730, 3.60098)  -0.70
F (2.76482, 1.91808, 4.95691)  -0.31
F (1.41873, 0.24703, 5.93721)  -0.34
F (3.63878, 0.08681, 6.11741)  -0.36
P (-0.12678, -0.93563, -0.53464)  2.05
F (-0.40194, -1.55583, -2.02090)  -0.33
F (-0.18782, 0.55538, -1.06534)  -0.43
F (-1.72044, -0.93043, -0.17771)  -0.67
F (0.19415, -0.39141, 0.93423)  -0.99
F (-0.01790, -2.53256, -0.00743)  -0.07
F (1.46031, -1.01160, -0.90573)  -0.42
P (-6.68593, -4.25585, -0.38204)  1.27
F (-5.98051, -2.81835, -0.91012)  -0.55
F (-7.68899, -3.21560, 0.57832)  -0.45
F (-7.67008, -4.15636, -1.62792)  -0.37
F (-7.36273, -5.50923, 0.34009)  -0.33
F (-5.65582, -5.11817, -1.23637)  -0.29
F (-5.58581, -4.06985, 0.83004)  -0.30
P (-1.98924, -3.27090, -6.39217)  1.56
F (-2.27460, -2.13651, -7.49963)  -0.42
F (-1.14783, -4.18196, -7.42173)  -0.40
F (-0.66425, -2.46176, -5.91673)  -0.33
F (-1.68299, -4.35995, -5.22406)  -0.34
F (-2.77957, -2.33949, -5.27241)  -0.34
F (-3.37687, -4.11111, -6.73235)  -0.37
P (3.84302, -5.73860, 1.38896)  1.29
F (4.89090, -6.93073, 1.92693)  -0.43
F (4.04064, -6.23926, -0.15625)  -0.31
F (2.61429, -6.71274, 1.62075)  -0.38
F (2.79647, -4.50500, 0.95925)  -0.40
F (3.65790, -5.20862, 2.95074)  -0.33
F (5.02303, -4.68276, 1.24919)  -0.36

Forces on the atoms, in the same order (eV/Å):
2.1 1.3 -1.5
-1.2 -0.8 1.1
-0.6 1.1 0.5
-0.4 -1.4 -0.2
-1.3 -0.6 0.1
1.1 -0.4 0.6
-0.1 0.3 -0.7
-0.3 0.8 0.1
1.3 -1.1 -0.7
-0.3 0.1 0.9
-0.3 0.2 -0.7
0.0 0.3 0.4
-0.5 -0.4 -0.2
0.0 0.5 -0.2
0.5 0.0 -0.1
0.1 -0.5 0.2
-0.1 0.3 0.5
0.0 -0.2 0.2
-0.3 -0.2 -0.5
0.7 0.5 -0.4
0.5 0.3 0.2
0.0 0.0 0.2
-0.4 0.0 0.0
0.4 0.2 -0.6
0.1 0.2 0.5
0.0 0.0 0.5
-0.2 -0.3 0.0
-0.2 -0.4 0.2
-0.6 0.1 -0.1
-0.1 -0.1 -0.2
-0.2 0.3 -0.3
0.0 -0.3 0.6
0.4 -0.3 -0.3
0.1 0.2 0.0
-0.1 0.2 0.0
0.0 0.3 0.1
0.8 -0.4 -0.3
0.2 -0.2 0.5
-0.1 0.7 0.9
-1.2 1.0 -0.4
0.6 -0.6 1.1
1.0 0.2 -1.5
0.1 -1.1 -0.1
-1.0 0.6 -0.1
0.8 -0.1 -0.9
-0.9 0.2 0.2
0.0 -0.4 -0.4
-0.9 0.5 0.6
-0.6 0.0 -0.1
0.2 0.4 0.2
-0.2 -0.1 0.0
-0.4 -0.2 0.0
-0.1 0.2 -0.1
0.1 -0.4 -0.3
-0.1 -0.3 -0.3
0.1 -0.4 0.0
0.5 -0.3 0.0
-0.3 0.2 0.2
0.2 0.0 -0.1
0.1 0.1 0.1
-0.5 0.0 0.5
-0.1 0.1 0.0
0.4 0.1 0.3
0.0 0.0 0.2
0.3 0.3 0.1
0.4 0.5 0.1
0.1 -0.1 0.1
-0.1 0.0 0.0
0.0 0.0 -0.2
0.7 -0.2 -0.2
-0.4 -0.3 0.1
0.4 0.2 0.0
-0.2 -0.6 0.8
0.4 0.7 -0.3
-0.9 -0.3 -0.4
-0.5 0.2 0.1
-0.5 0.6 0.2
0.9 -0.1 -0.4
0.2 0.1 0.2
-0.3 0.8 -1.4
-0.1 0.1 0.8
-0.2 -0.4 1.0
0.5 0.2 1.4
-0.3 -0.2 -0.4
-0.2 0.1 -0.1
0.4 -0.1 -0.1
0.0 0.3 -0.4
0.2 -0.3 0.0
0.1 -0.2 0.4
0.0 0.1 0.2
0.3 0.4 -0.2
-0.3 -0.2 -0.3
0.2 -0.3 -0.2
0.1 -0.1 0.2
-0.3 -0.1 -0.1
0.0 -0.2 -0.1
0.3 0.2 0.7
-0.2 0.0 -0.1
0.4 -0.5 0.0
-0.2 -0.3 -0.4
0.1 0.2 -0.2
0.1 -0.2 0.0
0.3 -0.2 0.0
-0.2 -0.2 -0.6
-0.1 0.1 0.0
0.3 -0.3 0.2
0.2 -0.1 -0.4
-0.3 0.2 -0.3
1.0 -0.3 -0.1
-0.1 -0.3 0.6
0.1 0.6 -0.2
0.2 -0.8 -0.4
-1.0 0.8 -0.7
-0.3 0.3 0.7
1.4 -0.5 0.4
1.1 -0.9 -0.7
-1.9 -1.8 0.0
-0.5 0.0 1.2
0.3 -0.7 -0.6
0.2 -0.6 0.0
-0.3 0.1 -0.1
-0.2 0.2 -0.3
-0.2 0.0 0.4
0.0 -0.1 0.0
-0.1 -0.1 -0.4
0.2 -0.1 0.1
-0.1 0.2 0.1
-0.2 0.3 0.0
-0.3 0.6 0.5
0.1 -0.1 -0.2
-0.1 0.1 -0.2
0.1 0.5 -0.2
-0.1 0.5 0.1
0.1 -0.5 -0.2
-0.5 0.1 0.1
0.6 0.4 0.4
0.0 0.6 -0.2
0.1 0.1 -0.1
0.0 0.4 0.4
0.0 0.5 -0.3
0.2 0.2 -0.2
0.0 -0.1 0.1
0.6 0.2 0.0
-0.4 0.1 0.0
0.9 1.3 0.6
0.0 -0.2 1.1
0.4 0.2 -1.4
0.2 -0.3 -0.1
-0.9 -0.2 0.2
0.6 -0.3 -1.4
0.1 1.0 0.7
-0.5 -1.1 -0.4
-0.1 0.5 1.6
0.1 -0.4 0.8
-0.4 0.3 -0.6
0.4 -0.1 -0.1
0.2 0.1 -0.2
0.4 -1.0 -0.6
-0.8 0.2 0.1
0.1 -0.4 -0.2
-0.1 0.3 -0.2
0.0 0.0 0.3
-0.3 -0.4 0.5
-0.7 0.1 -0.4
0.0 -0.2 -0.2
0.0 0.6 0.4
-0.2 0.1 -0.3
0.2 0.1 0.0
0.3 -0.3 0.2
0.1 -0.2 0.1
0.2 0.6 -0.4
0.3 0.1 -0.6
-0.1 0.3 -0.2
-0.1 0.2 -0.1
-0.2 -0.2 0.0
0.0 0.1 -0.1
0.3 -0.2 -0.1
0.0 -0.2 0.7
-0.1 -0.4 0.0
0.1 -0.2 0.2
-0.5 -0.2 0.6
1.3 0.0 -0.8
-0.5 0.1 0.1
0.0 0.2 0.1
-0.2 -1.1 1.0
1.4 -0.1 -0.2
-0.3 -0.1 0.0
-0.3 -0.6 -1.3
0.5 1.1 0.5
0.4 0.8 0.2
0.0 -0.6 0.3
-0.4 -0.2 0.0
-0.2 -0.4 -0.4
-0.1 0.3 0.3
0.1 -0.1 -0.8
0.3 -0.1 0.3
0.0 0.1 0.0
-0.3 0.3 0.8
-0.2 -0.4 0.0
0.0 0.2 -0.2
0.0 0.0 -0.3
-0.3 0.2 -0.1
-0.1 0.0 -0.1
-0.5 0.2 0.4
0.3 0.2 -0.2
0.5 0.4 0.2
-0.4 -0.3 0.1
0.0 -0.4 -0.1
-0.2 -0.1 0.1
-0.3 0.0 -0.4
-0.1 0.0 0.3
0.0 -0.1 0.5
0.1 0.0 -0.1
0.0 0.0 -0.2
0.5 0.4 -0.3
-0.3 0.0 -0.1
0.6 -0.1 -1.5
0.2 1.5 2.0
0.2 -1.6 -1.4
1.1 -0.8 0.3
-0.7 0.5 0.2
-0.3 0.0 0.0
-0.3 0.8 0.0
-0.8 0.4 0.3
-0.1 -0.3 -0.4
-0.4 0.3 0.5
0.2 -0.4 -0.1
0.2 0.0 0.2
0.0 -0.2 -0.3
0.3 -0.7 -0.6
-1.3 0.5 1.1
1.4 0.5 -0.7
-1.0 -2.9 2.6
0.8 0.8 0.3
0.4 0.1 -0.2
0.4 0.9 -0.8
0.2 0.5 -0.2
-0.6 -0.2 0.0
-0.3 0.3 -0.2
0.0 0.5 -0.5
0.0 0.0 -0.2
-0.1 0.3 -0.3
-0.5 -0.6 0.2
-0.6 -0.1 0.0
-0.4 0.1 -0.2
2.5 -0.5 0.8
0.3 -0.6 0.0
-0.8 0.5 0.8
-0.9 -0.3 1.1
0.0 -0.2 -0.2
0.6 -0.3 -0.2
-0.3 0.8 -0.3
0.8 0.1 -0.7
-0.2 0.2 -0.7
-0.4 0.8 -0.5
1.1 0.0 1.3
0.6 -0.3 0.1
-0.1 0.2 0.6
-0.8 0.8 -0.2
-0.3 -1.4 -0.4
-0.5 0.6 -0.5
-0.1 0.0 -1.2
1.2 -2.8 -0.1
-0.8 0.6 0.2
-0.5 0.9 -0.7
0.1 -0.2 -0.4
0.1 -0.1 0.3
-0.4 1.2 0.1
0.0 0.3 0.4
-0.2 0.1 0.0
-0.1 0.1 -0.4
-0.4 -1.1 -0.7
-0.1 -0.2 1.3
0.5 1.2 -0.8
0.1 0.1 0.4
0.0 -0.8 0.2
-1.7 -1.5 -0.2
0.0 -0.4 0.1
-0.1 0.8 0.2
0.9 0.1 -0.3
0.2 -0.1 0.4
-0.4 -0.1 -0.2
1.3 1.4 0.2
1.0 -1.8 0.2
-1.3 1.8 -0.7
-0.4 0.7 1.1
-0.5 -0.1 -0.3
0.2 -0.8 -0.3
0.0 0.1 0.3
0.8 0.3 -0.3